Formula: C26H48IN4O5S2
Source: the OMol25 dataset
Level of theory: wB97M-V/def2-TZVPD

Values from the calculation:
spin multiplicity	1
total charge	+1
HOMO level	-11.336	eV
gap between HOMO and LUMO	0.26870	Eh

```
86
Properties=species:S:1:pos:R:3:forces:R:3:lowdin_charge:R:1
C -0.191318 4.470207 1.471014 -0.065 -0.296 0.019 -0.050
C -1.470199 3.719826 1.118618 0.122 0.032 -0.138 -0.277
O -1.839928 2.856214 2.174217 -0.013 0.166 0.120 -0.149
C -3.225224 2.634815 2.390780 -0.114 -0.143 0.082 -0.210
C -3.590340 1.182659 2.091667 0.160 0.091 -0.148 -0.153
C -3.022584 0.749913 0.737106 -0.018 0.152 -0.255 -0.209
C -3.906101 -0.215739 -0.050260 0.081 -0.087 0.119 -0.191
C -3.230200 -0.911759 -1.237249 -0.289 0.148 0.109 -0.207
C -2.637783 -0.030218 -2.339514 0.108 -0.720 -0.148 -0.757
I -4.175423 0.993600 -3.388403 0.014 0.342 0.098 1.048
N -1.572652 0.864442 -1.834082 -0.206 -0.002 -0.091 0.134
C -0.391184 0.389690 -1.956528 -0.073 0.143 0.176 0.065
C -0.367361 -0.903307 -2.689320 0.248 0.023 -0.304 -0.163
C 0.006113 -2.169242 -1.875727 -0.005 0.061 0.124 -0.121
C 0.434043 -1.929069 -0.423073 0.076 -0.245 0.019 -0.261
C 1.414260 -3.013158 0.037482 -0.180 -0.191 -0.167 -0.500
S 3.106180 -2.667734 -0.469411 -0.068 0.100 -0.127 0.982
C 3.485931 -1.314463 0.563973 0.156 0.182 0.164 -1.056
S 2.692664 -0.865895 1.910800 0.028 -0.033 -0.009 0.757
N 4.630375 -0.642608 0.123053 -0.273 -0.263 -0.098 -0.160
C 5.013912 -0.371830 -1.187244 -0.504 -0.497 -0.228 -0.099
C 6.149171 0.328945 -1.091013 0.762 0.517 -0.059 -0.137
N 6.515063 0.505524 0.233139 0.277 0.119 -0.205 0.094
C 5.596355 -0.076792 0.922613 -0.204 0.053 0.464 -0.192
C -1.773367 -0.836599 -3.356142 0.063 0.261 -0.077 -0.391
O -2.334715 -2.046723 -3.727183 0.055 -0.129 0.373 -0.110
N -2.491348 -2.149868 -5.257424 0.270 -0.079 -0.334 0.094
O -1.539687 -2.558316 -5.733422 -0.313 0.121 0.208 0.166
H 0.364081 3.878946 2.199825 0.018 0.059 -0.014 0.083
H -0.404926 5.448041 1.898901 0.061 -0.026 0.017 0.081
H 0.453901 4.572830 0.598281 -0.039 0.185 0.049 0.062
H -1.285176 3.120732 0.205766 -0.035 -0.006 0.018 0.083
H -2.285724 4.411009 0.881068 0.002 -0.031 0.020 0.120
H -3.834713 3.306098 1.773975 0.119 -0.004 -0.067 0.124
H -3.444778 2.869462 3.435514 0.014 0.009 -0.030 0.127
H -4.680347 1.090637 2.077799 0.036 -0.055 0.158 0.122
H -3.184268 0.543633 2.878848 -0.184 -0.053 -0.003 0.119
H -2.014117 0.339219 0.862296 -0.040 0.003 0.059 0.119
H -2.902917 1.668473 0.151636 -0.060 -0.005 -0.011 0.080
H -4.243090 -1.014357 0.617228 0.001 -0.013 -0.060 0.118
H -4.807056 0.310806 -0.379882 0.024 -0.041 -0.015 0.099
H -2.462078 -1.596509 -0.864701 0.052 0.066 -0.031 0.100
H -3.981604 -1.528512 -1.735102 0.171 -0.114 -0.009 0.121
H -1.802464 1.747295 -1.388555 0.174 0.019 0.119 0.134
H 0.457290 0.954141 -1.581444 -0.022 -0.058 0.005 0.171
H 0.404405 -0.799897 -3.459144 -0.089 0.061 -0.027 0.163
H -0.831435 -2.868871 -1.902477 0.016 0.021 -0.046 0.121
H 0.835311 -2.642631 -2.404453 -0.074 -0.012 -0.006 0.113
H -0.432603 -1.956380 0.242894 -0.019 0.160 -0.045 0.100
H 0.933679 -0.965687 -0.304548 -0.125 0.025 0.111 0.064
H 1.184217 -3.959538 -0.462804 -0.013 0.002 0.135 0.088
H 1.382840 -3.177642 1.110932 0.079 0.066 0.022 0.048
H 4.457878 -0.699463 -2.047548 -0.086 -0.036 0.109 0.100
H 6.741281 0.727089 -1.899400 0.014 0.008 0.062 0.108
H 5.539197 -0.154398 1.997424 0.010 0.007 -0.045 0.123
H -1.643564 -0.172474 -4.221780 -0.107 -0.122 -0.063 0.126
C -4.671235 -5.225536 0.944405 0.010 0.071 0.042 -0.070
C -3.396952 -4.892881 0.192237 -0.031 -0.056 -0.056 -0.266
O -2.847636 -3.619583 0.518702 0.129 0.123 -0.036 -0.198
C -2.494387 -3.431647 1.883340 -0.056 0.019 0.067 -0.277
C -1.456413 -4.410048 2.399891 -0.043 -0.034 -0.036 -0.058
H -5.422723 -4.449874 0.790809 -0.010 -0.009 -0.010 0.083
H -5.072936 -6.172299 0.583913 -0.008 0.002 -0.018 0.084
H -4.502736 -5.327657 2.016797 0.010 -0.041 -0.008 0.071
H -3.600120 -4.838905 -0.877884 0.007 0.009 -0.003 0.118
H -2.648407 -5.678843 0.336413 0.006 0.018 0.033 0.111
H -3.386906 -3.461841 2.516545 -0.019 -0.010 -0.016 0.114
H -2.108079 -2.410265 1.935808 0.010 -0.002 -0.004 0.106
H -1.828596 -5.434456 2.406339 -0.022 0.007 0.039 0.076
H -1.181770 -4.152860 3.423000 0.012 0.020 -0.007 0.088
H -0.559265 -4.385553 1.782643 0.068 0.007 -0.031 0.062
C 5.355727 3.891415 1.820639 -0.022 0.075 -0.041 -0.068
C 4.095025 3.210902 1.322300 0.009 -0.083 0.099 -0.277
O 3.184129 4.079320 0.663928 -0.119 -0.031 -0.080 -0.178
C 3.679178 4.732267 -0.491502 0.041 0.029 -0.029 -0.277
C 4.117596 3.784218 -1.595399 0.001 -0.040 0.036 -0.074
H 5.105651 4.728666 2.473375 -0.001 -0.011 0.014 0.084
H 5.960953 3.179029 2.381432 0.001 -0.007 0.000 0.078
H 5.970518 4.269369 1.003048 0.026 -0.052 -0.001 0.071
H 3.529677 2.812794 2.166092 0.005 -0.014 -0.002 0.116
H 4.352372 2.358831 0.681206 -0.010 0.055 -0.042 0.084
H 4.497204 5.412294 -0.231801 0.012 -0.025 0.008 0.112
H 2.851930 5.352414 -0.840154 0.002 0.006 0.008 0.115
H 4.969142 3.171839 -1.296674 0.018 0.024 -0.003 0.056
H 4.410546 4.352597 -2.478812 -0.019 0.005 -0.008 0.080
H 3.300644 3.111725 -1.869656 -0.003 0.003 -0.012 0.068
```
Forces are in eV/Å.